No. 1
Molecular formula: C18H48F8HfNO22PS8
Method: DFT, the ωB97M-V functional and the def2-TZVPD basis

Computed properties:
Largest force on an atom in Eh/bohr: 0.238
LUMO (alpha / beta) in Eh: -0.4370 / -0.4729
<S²>: 0.755
HOMO energy (alpha / beta) in eV: -16.435 / -16.433
2S+1: 2
Total charge: +3

Each line ends with the Mulliken spin population.
Cartesian coordinates (Å):
Hf  -2.7096  -20.6497  -25.7175  0.000
P  -5.5542  -17.9429  -25.0790  0.000
F  -6.5889  -16.7301  -24.7237  0.000
F  -4.4146  -16.8490  -25.6238  0.000
F  -4.8674  -17.6958  -23.5520  0.000
F  -4.3364  -19.1120  -25.2826  0.000
F  -6.5796  -19.2102  -24.7113  -0.001
F  -6.0256  -18.1183  -26.5954  0.000
N  -2.3703  -19.9096  -23.5658  0.000
S  -2.2824  -20.4325  -22.0960  0.000
O  -3.4646  -20.5073  -21.2939  0.001
O  -1.0157  -20.3852  -21.3620  0.000
F  -2.3141  -21.9557  -22.6027  0.000
S  -1.9950  -18.3480  -22.8268  0.000
O  -0.5695  -18.0555  -22.7480  0.000
O  -2.8191  -17.6658  -21.8934  -0.001
F  -2.4274  -17.4778  -24.1916  0.000
O  -5.8821  -22.6617  -19.8818  0.000
S  -4.4611  -23.0677  -19.6186  0.000
O  -3.5085  -23.3437  -20.6411  0.000
O  -3.8196  -22.0615  -18.5931  0.000
C  -4.5621  -21.3557  -17.6349  0.000
C  -5.2272  -20.0844  -18.1717  0.000
C  -4.5717  -24.5122  -18.4188  0.000
H  -4.0095  -21.1034  -16.7299  0.000
H  -5.1545  -22.0781  -17.0734  0.000
H  -5.0036  -19.8248  -19.2064  0.000
H  -5.1957  -19.1885  -17.5517  0.000
H  -6.2998  -20.2719  -18.2206  0.001
H  -5.0912  -25.2913  -18.9767  0.000
H  -5.1838  -24.2788  -17.5476  0.000
H  -3.5431  -24.8036  -18.2065  0.000
O  -4.4868  -21.8346  -24.3504  0.000
S  -5.5986  -22.7996  -24.1556  0.000
O  -6.1168  -23.4675  -25.2922  0.000
O  -5.1052  -23.9562  -23.0310  0.000
C  -5.9133  -25.1426  -22.9177  0.000
C  -5.5172  -26.2236  -23.8967  0.000
C  -6.9524  -21.9637  -23.2682  0.001
H  -6.9677  -24.9109  -23.0681  0.000
H  -5.9415  -25.5188  -21.8950  0.000
H  -5.4978  -25.8160  -24.9074  0.000
H  -6.2011  -27.0511  -23.7079  0.000
H  -4.5467  -26.5999  -23.5732  0.000
H  -7.7298  -22.6201  -22.8772  0.000
H  -7.4824  -21.2521  -23.9013  0.000
H  -6.5368  -21.4524  -22.3999  -0.001
O  0.3955  -22.5184  -23.4986  0.000
S  0.7488  -21.4426  -24.3949  0.000
O  -0.3045  -21.0435  -25.3126  0.000
O  1.3993  -20.1119  -23.6074  0.000
C  2.0776  -20.4028  -22.3944  0.000
C  2.8841  -19.2138  -22.0383  0.000
C  2.2602  -22.0324  -25.2232  0.000
H  2.7878  -21.2035  -22.6006  0.000
H  1.3714  -20.8243  -21.6791  0.000
H  3.5048  -18.8928  -22.8748  0.000
H  3.6482  -19.4769  -21.3069  0.000
H  2.2992  -18.3900  -21.6292  0.000
H  2.3107  -21.4619  -26.1506  0.000
H  2.0194  -23.0725  -25.4430  0.000
H  3.1384  -21.8019  -24.6200  0.000
O  0.3290  -17.5946  -27.8529  0.000
S  0.0910  -17.8417  -26.3918  0.000
O  -1.0779  -18.6260  -26.0987  0.000
O  1.3876  -18.6658  -25.8254  0.000
C  2.6683  -18.0983  -25.7514  0.000
C  3.3861  -17.8580  -27.1041  0.000
C  0.1094  -16.1970  -25.4641  0.000
H  3.1206  -18.7472  -25.0015  0.000
H  2.5255  -17.1962  -25.1565  0.000
H  4.3903  -17.4608  -26.9559  0.000
H  2.9126  -16.9658  -27.5139  0.000
H  3.2806  -18.7516  -27.7192  0.000
H  0.9386  -15.7689  -26.0274  0.000
H  0.3408  -16.1673  -24.3993  0.000
H  -0.8705  -15.7873  -25.7092  0.000
O  -7.8996  -18.5441  -19.5509  0.045
S  -7.4649  -18.1152  -20.9113  -0.017
O  -6.9722  -19.0882  -21.9135  0.015
O  -8.5665  -17.0633  -21.6859  0.603
C  -9.0206  -15.9599  -20.9674  0.068
C  -8.6590  -14.7573  -21.9464  0.136
C  -6.0125  -16.8577  -20.8520  0.011
H  -8.6253  -15.8925  -19.9538  -0.002
H  -10.1012  -16.0321  -20.8438  0.104
H  -7.6574  -14.7765  -22.3762  0.000
H  -8.9225  -13.8115  -21.4730  0.022
H  -9.2998  -14.8115  -22.8265  -0.001
H  -6.0507  -16.0707  -21.6052  0.003
H  -5.1777  -17.5583  -20.8718  0.010
H  -5.8110  -16.4308  -19.8696  0.003
O  -2.1831  -22.9405  -25.0840  0.000
S  -1.9552  -24.3780  -24.8562  0.000
O  -2.8500  -25.3634  -25.4773  0.000
O  -0.3757  -24.6119  -25.2657  0.000
C  0.0968  -25.8824  -25.8407  0.000
C  1.3666  -25.6617  -26.6568  0.000
C  -1.8532  -24.9301  -23.0958  0.000
H  -0.7771  -26.1978  -26.4107  0.000
H  0.3367  -26.6002  -25.0563  0.000
H  2.1681  -25.0911  -26.1877  0.000
H  0.9886  -25.0095  -27.4440  0.000
H  1.8336  -26.5540  -27.0738  0.000
H  -1.4962  -25.9566  -23.1793  0.000
H  -2.8636  -25.0896  -22.7193  0.000
H  -1.1943  -24.1836  -22.6524  0.000

=====

No. 2
Molecular formula: C18H48IO6
Method: DFT, the ωB97M-V functional and the def2-TZVPD basis

Computed properties:
Largest force on an atom in Eh/bohr: 0.048
LUMO in Eh: 0.0928
Energy relative to the best compared isomer or geometry (same formula, charge and spin) in kJ/mol: 338.0
HOMO energy in eV: -3.715
Total charge: -1

Each line ends with the Löwdin charge.
Cartesian coordinates (Å):
I  0.2204  0.5414  -0.0430  -0.996
C  -3.0514  2.0041  7.1120  -0.083
C  -3.8108  1.6686  5.9142  -0.557
C  -3.9266  2.7997  4.9029  -0.051
O  -3.2751  0.5495  5.2535  -0.029
H  -2.1135  2.4432  6.7719  0.087
H  -2.7423  1.1101  7.6535  0.083
H  -3.6285  2.6033  7.8163  0.084
H  -4.7909  1.3722  6.2880  0.134
H  -3.0848  2.8752  4.2146  0.087
H  -4.2535  3.7548  5.3138  0.079
H  -4.7282  2.5197  4.2194  0.079
H  -2.6005  0.9387  4.6922  0.087
C  3.1573  -3.4119  -5.0323  -0.057
C  4.1076  -4.1314  -4.0794  -0.500
C  5.4798  -3.4580  -4.0117  -0.067
O  3.4673  -4.2281  -2.8397  -0.041
H  3.7777  -2.9905  -5.8233  0.063
H  2.4279  -2.6561  -4.7410  0.086
H  2.5696  -4.1802  -5.5346  0.069
H  4.3128  -5.1538  -4.3969  0.132
H  5.5215  -2.6137  -3.3235  0.081
H  5.9427  -3.1799  -4.9585  0.069
H  6.2406  -4.1669  -3.6852  0.068
H  3.3887  -3.3563  -2.4455  0.097
C  3.3603  6.8471  3.6276  -0.065
C  4.2487  5.7672  2.9507  -0.451
C  4.3573  4.4045  3.7066  -0.060
O  3.8918  5.4836  1.5774  -0.056
H  3.2353  7.8066  3.1257  0.070
H  3.7187  7.1158  4.6212  0.069
H  2.3794  6.3913  3.7623  0.070
H  5.2536  6.1691  3.0810  0.116
H  5.1042  4.3670  4.4996  0.068
H  4.6474  3.5942  3.0377  0.077
H  3.3884  4.1300  4.1237  0.072
H  3.2003  4.8199  1.5232  0.089
C  -3.6833  2.3339  -7.7071  -0.063
C  -2.5453  3.0733  -6.9725  -0.501
C  -2.4666  4.4691  -7.5004  -0.086
O  -2.8696  3.2939  -5.6078  -0.045
H  -4.6516  2.3953  -7.2103  0.078
H  -3.4193  1.2791  -7.6313  0.065
H  -3.7883  2.5006  -8.7792  0.071
H  -1.6169  2.5357  -7.1652  0.138
H  -3.3948  5.0311  -7.3975  0.089
H  -2.0880  4.3418  -8.5145  0.077
H  -1.6757  4.9407  -6.9170  0.080
H  -2.2600  2.8449  -5.0176  0.098
C  3.7222  -4.4232  3.9443  -0.047
C  2.3959  -4.3545  4.8146  -0.469
C  2.3074  -3.1361  5.6922  -0.083
O  1.3012  -4.3470  3.9086  -0.055
H  3.6937  -3.6462  3.1804  0.075
H  3.8401  -5.3434  3.3723  0.064
H  4.6980  -4.3707  4.4273  0.062
H  2.2059  -5.2286  5.4375  0.130
H  3.0903  -3.0737  6.4481  0.074
H  1.3371  -3.0584  6.1828  0.080
H  2.4175  -2.1515  5.2377  0.081
H  1.3666  -3.4861  3.4888  0.088
C  -5.4177  -2.7631  -1.9109  -0.072
C  -4.5146  -3.9574  -2.0703  -0.510
C  -3.7818  -3.8212  -3.3649  -0.077
O  -3.5227  -3.9310  -1.0508  -0.050
H  -4.8618  -1.8257  -1.8921  0.088
H  -6.0089  -2.7610  -0.9951  0.081
H  -6.0613  -2.7123  -2.7892  0.080
H  -5.0085  -4.9264  -1.9979  0.137
H  -2.7443  -4.1399  -3.4654  0.089
H  -3.8786  -2.7854  -3.6905  0.073
H  -4.3525  -4.2912  -4.1658  0.074
H  -3.1569  -3.0554  -1.1957  0.086

=====

No. 3
Molecular formula: C18H48LiN3O10P
Method: DFT, the ωB97M-V functional and the def2-TZVPD basis

Computed properties:
Largest force on an atom in Eh/bohr: 0.222
LUMO in Eh: -0.0889
Energy relative to the best compared isomer or geometry (same formula, charge and spin) in kJ/mol: 107.9
HOMO energy in eV: -7.726
Total charge: +1

Each line ends with the Löwdin charge.
Cartesian coordinates (Å):
C  47.4010  22.6840  9.8840  -0.044
N  48.6500  22.9330  10.7370  -0.309
C  49.2730  21.6860  11.3270  0.001
C  49.6860  23.6310  9.7300  0.009
C  48.2690  24.0120  11.7610  -0.103
C  49.5110  24.2430  12.7350  -0.317
O  49.2440  25.2480  13.6050  -0.122
H  46.7490  23.6310  9.6360  0.133
H  46.5690  22.2000  10.5290  0.121
H  47.4880  21.8850  9.0300  0.132
H  49.2430  20.8880  10.6430  0.069
H  48.7050  21.2800  12.1840  0.115
H  50.4230  21.9070  11.6740  0.163
H  50.7650  23.8130  9.9560  0.112
H  49.3700  24.5620  9.4240  0.072
H  49.9350  23.0130  8.9750  0.049
H  47.2600  23.6440  12.3740  0.153
H  47.7590  24.8590  11.1330  0.145
H  50.4740  24.4170  12.0580  0.131
H  49.7860  23.3600  13.3580  0.112
H  48.5650  24.8230  14.1790  -0.012
C  47.4620  29.7800  14.4790  0.030
N  46.7800  28.9120  15.5300  -0.381
C  47.8240  28.5190  16.5220  -0.028
C  45.9500  29.9160  16.2450  -0.046
C  46.0150  27.8260  15.0570  -0.094
C  45.3010  26.8980  16.2030  -0.175
O  44.4330  25.9470  15.5490  -0.074
H  48.0810  29.0310  13.8580  0.149
H  48.1040  30.4210  14.9750  0.057
H  46.5290  30.4370  14.0270  0.173
H  48.5850  27.8490  16.3090  0.092
H  47.5860  28.1960  17.5070  0.067
H  48.5410  29.2920  16.9470  0.142
H  45.8120  29.3950  17.2480  0.100
H  44.9000  30.0720  15.6350  0.178
H  46.4300  30.9460  16.6200  0.160
H  46.5900  27.0690  14.5720  0.143
H  45.2570  28.1280  14.4610  0.101
H  44.7620  27.4480  16.9620  0.090
H  46.0510  26.1950  16.7590  0.122
H  44.9060  25.1380  15.5080  -0.050
C  46.0710  22.3910  19.2060  0.021
N  44.6130  22.6740  19.1290  -0.303
C  44.0480  22.9710  17.7770  0.017
C  43.9060  21.4280  19.4650  -0.041
C  44.2590  23.7880  20.0900  -0.068
C  44.7730  25.1560  19.7550  -0.306
O  44.7170  26.0110  20.8070  -0.038
H  46.6200  22.0710  20.0190  0.108
H  46.6740  23.3010  19.1500  0.103
H  46.4710  21.9300  18.5120  -0.006
H  44.6300  23.7500  17.3160  0.068
H  42.9390  22.8640  17.9310  0.129
H  44.4460  22.2040  16.9820  0.153
H  42.7670  21.5040  19.4830  0.126
H  43.9840  21.2980  20.6200  0.137
H  44.2840  20.5280  18.9580  0.130
H  44.7140  23.8920  21.0380  0.121
H  43.1500  23.7480  20.4940  0.194
H  44.2130  25.7820  19.1460  0.111
H  45.7080  25.2890  19.3620  0.071
H  45.0190  26.9060  20.6040  0.105
Li  47.3950  23.9740  16.7810  0.560
P  46.6190  22.8790  14.9170  -0.143
O  46.8540  22.1090  16.1980  -0.445
O  47.9550  23.6920  15.0380  -0.471
O  45.9130  23.9490  15.5690  -0.420
O  46.1970  22.1080  13.7060  -0.360
C  50.1110  23.6160  17.5640  -0.024
O  50.2140  24.5010  18.6720  0.030
C  49.1490  25.3300  18.8130  -0.616
O  48.2590  25.4360  18.0220  0.046
O  49.2120  26.1050  19.8580  0.034
C  48.0670  26.9980  20.2780  0.019
H  50.9480  22.9810  17.3900  0.091
H  50.1310  24.3520  16.5290  0.184
H  49.3460  22.9900  17.5670  0.024
H  47.5500  26.5760  21.2020  0.115
H  47.1730  26.8680  19.5130  0.082
H  48.2050  28.0970  20.2280  0.097